DFT (wB97M-V/def2-TZVPD) results for a structure of composition C15H43N3O9PS4V in a non-equilibrium geometry.

Cartesian coordinates (Å):
O -1.6132 8.2088 2.4581
V -0.6503 7.0788 2.9580
O 2.3638 8.0754 -0.2049
C 1.3010 8.1425 0.6086
O 0.9398 7.1805 1.2987
O 0.7862 9.2939 0.6618
H 2.1618 8.8358 -0.7549
O -3.3334 6.6718 0.6212
P -3.7679 7.5071 -0.5891
N -5.2028 6.9055 -1.2987
C -5.9959 7.4471 -2.3490
C -5.7722 5.6583 -0.6996
N -2.7189 7.4895 -1.9498
C -2.9103 8.0560 -3.3494
C -1.3711 6.9172 -1.7798
N -3.9135 9.1665 -0.1799
C -2.8339 10.1131 -0.1732
C -4.8239 9.1926 0.9504
H -6.9744 7.8183 -2.0441
H -6.1013 6.7744 -3.2002
H -5.5089 8.3972 -2.5685
H -6.6260 5.9230 -0.0758
H -4.9932 5.0898 -0.1915
H -6.1561 4.9617 -1.4450
H -2.0340 8.2789 -3.9581
H -3.5309 7.3959 -3.9554
H -3.4427 8.9954 -3.2004
H -1.2072 6.3525 -0.8619
H -1.2465 6.2537 -2.6355
H -0.5853 7.6682 -1.8615
H -2.0790 9.8338 0.5617
H -2.6844 10.3985 -1.2145
H -3.1181 10.9789 0.4250
H -4.4127 8.7049 1.8342
H -5.8136 8.7754 0.7644
H -4.8486 10.1702 1.4318
C 3.3873 7.9359 3.5422
S 5.1769 8.6075 3.5510
O 5.0037 9.9212 4.3191
C 5.1588 9.2087 1.8200
H 2.7154 8.7756 3.7195
H 3.4439 7.2491 4.3868
H 3.1313 7.3008 2.6942
H 6.0273 9.7865 1.5039
H 4.4709 10.0493 1.7281
H 4.9433 8.4669 1.0510
C -1.5620 10.3937 5.3395
S 0.0537 10.0578 4.4888
O 0.2682 8.6245 4.0804
C -0.4291 11.0833 3.0305
H -1.5875 9.5232 5.9950
H -2.3807 10.4530 4.6224
H -1.4582 11.3477 5.8565
H -1.1095 10.6014 2.3285
H 0.4132 11.5631 2.5322
H -1.0281 11.9418 3.3342
C 4.6053 8.6744 -2.8324
S 4.1909 10.4591 -3.1637
O 4.8688 10.7216 -4.5146
C 2.3360 10.3113 -3.5681
H 4.3654 8.4372 -1.7959
H 5.6833 8.5416 -2.9241
H 4.1933 7.9591 -3.5442
H 2.3581 9.3967 -4.1607
H 2.1175 11.1602 -4.2159
H 1.6696 10.2414 -2.7084
C 3.2580 3.3851 0.9401
S 2.3771 4.0519 -0.4740
O 2.7256 3.1142 -1.6611
C 0.6899 3.8233 0.3222
H 3.1859 4.0473 1.8029
H 4.2840 3.1727 0.6397
H 2.7925 2.4376 1.2118
H -0.0055 4.3435 -0.3366
H 0.6534 4.2835 1.3096
H 0.4354 2.7685 0.4260

Atomic forces in eV per Å
1.1 -3.1 0.8
1.0 5.9 -3.3
-0.1 -1.9 0.0
-0.7 6.0 -0.4
-1.9 -3.8 3.3
-0.2 -1.6 0.2
0.6 0.5 -0.3
-0.2 1.1 -2.2
0.7 -0.4 -1.7
0.5 -1.6 2.5
0.4 1.9 0.0
0.4 0.5 -0.2
1.3 0.1 0.7
-1.4 0.0 1.7
-0.3 0.0 -0.8
-2.1 -2.1 -0.2
-0.6 0.2 1.0
0.4 0.8 1.6
-0.4 -0.6 0.4
0.2 0.1 -0.1
0.0 -0.1 -0.9
0.1 -0.2 0.4
-0.2 0.3 0.4
0.1 0.4 -0.5
0.5 -0.2 0.8
-0.1 -0.1 0.1
-0.1 0.1 -0.4
-0.4 0.1 0.0
0.4 -0.3 0.1
0.1 0.3 0.1
1.3 -0.7 -1.2
1.2 0.0 0.4
-1.0 0.6 -0.7
0.2 -1.1 0.0
0.1 0.2 -0.2
-0.7 0.7 -0.9
1.6 -0.5 0.3
-2.0 2.5 -0.4
0.5 -1.9 -0.5
0.0 0.7 -0.6
0.3 -0.1 -0.2
-0.4 0.2 0.3
0.1 0.4 -0.3
0.9 -0.7 0.6
-0.9 -0.4 0.5
0.0 -0.2 0.3
0.9 -1.3 -0.5
-0.8 3.6 -0.5
-0.8 -3.2 -0.5
0.0 0.6 -0.3
-0.7 0.4 0.4
0.1 -0.3 0.1
0.2 -0.2 0.1
0.6 -0.6 0.0
0.3 -0.8 -0.1
0.1 -0.1 0.9
-0.1 0.4 0.2
0.7 -0.5 -2.0
-1.3 -0.2 1.9
1.6 -0.6 -0.3
-0.3 -0.1 -0.1
0.1 0.6 0.0
-0.5 0.3 0.0
-0.5 0.1 -0.1
0.1 0.0 0.2
0.2 0.1 0.1
-0.1 -0.7 0.1
0.7 -0.8 -1.4
-1.4 1.5 2.6
0.3 -0.3 -1.0
0.2 0.2 -0.2
0.0 0.3 0.1
0.0 -0.1 0.0
-0.1 -0.2 0.1
0.5 0.2 0.0
0.0 0.0 -0.2

Computed properties:
Gap between HOMO and LUMO (alpha / beta)   3.68 / 4.19 eV
Electronic energy   -4316.3778 Ha
HOMO (alpha / beta)   -10.57 / -10.57 eV
2S+1   2
LUMO energy (alpha / beta)   -6.9 / -6.4 eV
Net charge   +1
Molecular weight   619.71 Da